Entry 1:
ORCA calculation (ωB97M-V/def2-TZVPD) on BCd3H20O16P2 as an isolated structure.

Last column: natural (NBO) charge in e.
Atoms and positions in Å:
Cd (-2.4175, 0.3174, -0.9237)  1.683
Cd (-0.7530, -2.4843, -0.5524)  1.764
Cd (0.6480, 2.7405, 0.2300)  1.755
P (-0.0012, 0.0412, 0.2723)  2.507
O (-1.3120, -0.7075, 0.6295)  -1.303
O (-0.6851, 1.2668, -0.5461)  -1.360
O (0.7307, -1.0399, -0.5760)  -1.260
O (0.8281, 0.9005, 1.2495)  -1.254
P (-3.1537, -2.2853, -1.6330)  2.466
O (-1.8724, -1.4555, -2.0509)  -1.394
O (-2.6440, -3.2972, -0.5478)  -1.276
O (-4.0243, -2.8184, -2.7048)  -1.170
O (-3.9905, -1.0087, -1.1073)  -1.269
B (0.0802, 4.5047, -1.3612)  -0.737
H (0.7312, 4.6481, -0.3377)  -0.112
H (0.3182, 3.3899, -1.6928)  -0.053
H (-1.0810, 4.7666, -1.1648)  -0.014
H (0.5713, 5.3045, -2.1173)  0.018
O (-1.9914, -1.0247, 3.3222)  -0.976
H (-2.8249, -1.4284, 3.0654)  0.467
H (-1.6334, -0.7108, 2.4796)  0.494
O (0.1208, -3.4901, 1.2235)  -0.963
H (0.3474, -4.4183, 1.1261)  0.486
H (0.8223, -3.1204, 1.7696)  0.505
O (2.4682, 2.1037, -1.0342)  -1.006
H (3.4266, 2.1318, -0.9875)  0.497
H (2.2842, 1.3557, -1.6278)  0.520
O (3.1262, -0.9742, 0.6144)  -0.985
H (2.2496, -0.9731, 0.1878)  0.481
H (3.0229, -0.3628, 1.3484)  0.471
O (0.4400, -3.8944, -1.7651)  -0.972
H (1.2206, -3.7404, -2.3024)  0.499
H (0.2474, -4.8312, -1.8492)  0.496
O (0.8315, 0.1381, 3.8173)  -0.973
H (0.6826, 0.4835, 2.9246)  0.492
H (0.2440, 0.6380, 4.3868)  0.460
O (2.5004, -0.4293, -2.4416)  -0.985
H (1.9826, -0.5646, -1.6316)  0.497
H (1.8861, -0.6611, -3.1442)  0.474
O (-0.8811, 3.5613, 1.5515)  -0.980
H (-1.6955, 3.1003, 1.7726)  0.507
H (-0.8503, 4.3280, 2.1284)  0.501

Properties
Energy above the lowest of the compared OMol25 structures with the same formula, charge and spin = 6.8 kcal per mole
Net charge = -1

Entry 2:
ORCA calculation (ωB97M-V/def2-TZVPD) on an isolated ion of composition C19H30IN2O4 and charge +1.

Last column: natural (NBO) charge in e.
Atoms and positions in Å:
C (4.8620, 4.3177, -0.4196)  -0.643
C (5.7942, 3.1625, -0.7529)  -0.060
O (5.1234, 2.0941, -1.4022)  -0.533
C (4.6739, 1.0473, -0.5764)  -0.085
C (3.1612, 0.9135, -0.6194)  -0.102
O (2.7288, 0.0579, -1.6762)  -0.524
C (2.0253, -1.0779, -1.2559)  -0.068
C (0.5766, -0.7281, -0.8868)  -0.307
C (-0.5438, -1.3832, -1.7075)  -0.335
I (-0.7751, -0.5035, -3.6293)  0.209
C (-1.7838, -1.1012, -0.8610)  -0.052
C (-3.1177, -1.7103, -1.2451)  -0.446
C (-4.2589, -0.6785, -1.3022)  -0.395
C (-5.1452, -0.6760, -0.0682)  -0.415
C (-6.2330, 0.3726, -0.1715)  -0.070
O (-5.6185, 1.6592, 0.0304)  -0.552
C (-6.5265, 2.6390, 0.2484)  0.650
O (-6.5840, 3.6062, -0.4046)  -0.499
N (-1.2207, -1.5380, 0.4768)  -0.507
C (0.0872, -0.7956, 0.6071)  -0.053
C (0.9091, -1.4290, 1.6920)  -0.053
C (0.9833, -0.8113, 2.9371)  -0.242
C (1.7084, -1.4256, 3.9560)  0.058
N (2.3589, -2.5788, 3.8161)  -0.367
C (2.2778, -3.1667, 2.6218)  0.056
C (1.5693, -2.6480, 1.5427)  -0.270
H (4.3814, 4.1898, 0.5475)  0.198
H (5.4332, 5.2430, -0.3924)  0.222
H (4.1219, 4.4279, -1.2064)  0.218
H (6.3196, 2.8137, 0.1365)  0.166
H (6.5559, 3.5140, -1.4459)  0.190
H (4.9714, 1.1968, 0.4641)  0.172
H (5.1361, 0.1187, -0.9152)  0.193
H (2.8126, 0.5540, 0.3534)  0.156
H (2.7438, 1.9041, -0.7947)  0.202
H (2.5662, -1.5739, -0.4524)  0.187
H (2.0113, -1.7611, -2.1047)  0.208
H (0.5089, 0.3287, -1.1394)  0.256
H (-0.3840, -2.4471, -1.8798)  0.227
H (-1.8111, -0.0138, -0.8032)  0.223
H (-3.3797, -2.5414, -0.5910)  0.219
H (-2.9967, -2.1156, -2.2468)  0.250
H (-3.8258, 0.3137, -1.4151)  0.218
H (-4.8627, -0.8475, -2.1897)  0.226
H (-5.6277, -1.6412, 0.0823)  0.217
H (-4.5699, -0.4468, 0.8313)  0.195
H (-6.6756, 0.3569, -1.1666)  0.189
H (-7.0078, 0.2159, 0.5789)  0.190
H (-7.1771, 2.4816, 1.1156)  0.103
H (-0.9360, -2.5091, 0.3271)  0.424
H (-1.8360, -1.4936, 1.2870)  0.447
H (-0.1135, 0.2279, 0.9077)  0.238
H (0.5005, 0.1379, 3.1212)  0.226
H (1.7577, -0.9521, 4.9267)  0.213
H (2.8076, -4.1015, 2.5023)  0.213
H (1.5433, -3.1980, 0.6124)  0.219

Properties
Energy above the lowest of the compared OMol25 structures with the same formula, charge and spin = 0.0 kcal per mole
Net charge = +1
SMILES string = CCOCCOC[C@H]1[C@H](I)[C@@H](CCCCOC=O)[NH2+][C@H]1c1ccncc1

Entry 3:
ORCA calculation (ωB97M-V/def2-TZVPD) on one molecule with the formula C12H22O.

Last column: natural (NBO) charge in e.
Atoms and positions in Å:
C (-1.6224, -1.6207, 1.1874)  -0.612
C (-1.2932, -1.2260, -0.2766)  -0.245
C (-2.2753, -0.2378, -0.8456)  -0.402
C (-2.3240, 1.2791, -0.2823)  -0.394
C (-0.9216, 1.7452, -0.6024)  -0.406
C (0.2262, 0.8320, 0.0586)  -0.048
C (0.0786, 0.9565, 1.6332)  -0.629
C (1.5523, 1.4421, -0.4049)  -0.398
C (2.7631, 0.5952, 0.0901)  -0.392
C (2.7020, -0.9157, -0.2091)  -0.410
C (1.2947, -1.4876, 0.0405)  -0.430
C (0.1086, -0.6167, -0.4582)  0.336
O (0.2971, -0.5373, -1.9799)  -0.787
H (-1.9010, -0.8061, 1.8085)  0.207
H (-2.4863, -2.3072, 1.1319)  0.211
H (-0.8217, -2.1688, 1.6164)  0.207
H (-1.3032, -2.2034, -0.8573)  0.202
H (-3.3020, -0.7611, -0.6868)  0.196
H (-2.1353, -0.1623, -1.9400)  0.220
H (-3.1662, 1.8042, -0.8201)  0.217
H (-2.6091, 1.2348, 0.7671)  0.192
H (-0.7933, 1.7290, -1.5989)  0.216
H (-0.7930, 2.6579, -0.0781)  0.201
H (-0.9476, 1.1427, 1.8945)  0.210
H (0.6780, 1.8881, 1.9906)  0.214
H (0.4328, 0.0535, 2.1248)  0.214
H (1.7600, 2.4389, -0.1132)  0.208
H (1.5238, 1.3959, -1.5294)  0.217
H (3.7004, 1.0844, -0.2453)  0.210
H (2.6407, 0.8340, 1.1709)  0.186
H (3.5119, -1.4228, 0.2922)  0.214
H (2.8504, -0.9860, -1.2887)  0.206
H (1.1886, -2.5106, -0.3805)  0.204
H (1.1421, -1.6831, 1.1270)  0.201
H (0.2440, -1.4602, -2.3366)  0.464

Properties
Energy above the lowest of the compared OMol25 structures with the same formula, charge and spin = 4.3 kcal per mole
Net charge = 0
SMILES string = C[C@H]1CCC[C@]2(C)CCCC[C@@]12O

Entry 4:
ORCA calculation (ωB97M-V/def2-TZVPD) on one molecule with the formula C6H11N3.

Last column: natural (NBO) charge in e.
Atoms and positions in Å:
C (-0.1221, -1.8579, -0.6786)  -0.713
C (-0.7991, 2.0881, -0.4431)  -0.583
C (-0.5248, 0.1346, 1.1622)  0.351
C (-0.7518, -0.4935, -0.8396)  0.348
C (-0.1253, 0.7975, -0.0501)  -0.250
N (2.0887, -0.1199, 1.0549)  -0.822
C (1.2714, 0.7281, 0.3638)  -0.019
N (-0.4414, -0.3894, 2.2966)  -0.697
N (-1.5631, -0.1920, -1.7737)  -0.678
H (-1.2282, -0.9872, 2.5508)  0.365
H (-1.6294, -0.9207, -2.4824)  0.341
H (1.7826, -0.3250, 2.0100)  0.409
H (3.0126, -0.3031, 0.6890)  0.402
H (1.8801, 1.3194, -0.3265)  0.150
H (-0.8539, -2.5311, -0.2296)  0.231
H (0.7563, -1.8902, -0.0379)  0.242
H (0.1667, -2.2528, -1.6550)  0.226
H (-0.5015, 2.3616, -1.4549)  0.233
H (-0.5378, 2.8735, 0.2671)  0.221
H (-1.8801, 1.9601, -0.4229)  0.244

Properties
Energy above the lowest of the compared OMol25 structures with the same formula, charge and spin = 149.0 kcal per mole
Net charge = 0

Entry 5:
ORCA calculation (ωB97M-V/def2-TZVPD) on a 2-piece molecular cluster, C14H20N2O overall.

Last column: natural (NBO) charge in e.
Atoms and positions in Å:
C (4.1396, -1.8207, 0.7113)  -0.629
C (3.0470, -1.3012, 1.5963)  -0.083
C (2.2860, -2.0377, 2.4510)  -0.030
N (1.1711, -1.3141, 2.8451)  -0.530
C (1.2130, -0.0724, 2.2608)  0.138
C (0.3780, 1.0330, 2.2622)  -0.252
C (0.7303, 2.1246, 1.4842)  -0.217
C (1.9687, 2.2269, 0.8224)  -0.240
C (2.7966, 1.1029, 0.8100)  -0.181
C (2.4339, 0.0133, 1.5801)  -0.096
H (4.4445, -1.0238, 0.0358)  0.218
H (3.7823, -2.7004, 0.1786)  0.223
H (5.0423, -2.1531, 1.2305)  0.217
H (2.4649, -3.0290, 2.8357)  0.210
H (0.4214, -1.5844, 3.4539)  0.411
H (-0.6222, 0.9753, 2.6787)  0.211
H (0.1042, 3.0051, 1.4100)  0.210
H (2.2033, 3.1153, 0.2560)  0.212
H (3.7480, 1.1821, 0.3004)  0.211
C (-3.6599, -0.1528, -0.0626)  -0.646
C (-3.3232, 0.8638, -1.1628)  -0.230
N (-2.9891, 0.1082, -2.3885)  -0.423
C (-4.2664, -0.3883, -3.0254)  -0.433
C (-1.7132, -0.0429, -2.7669)  0.667
C (-0.5658, 0.6650, -2.0322)  -0.710
O (-1.3823, -0.7267, -3.7322)  -0.653
H (-4.3010, -0.9210, -0.5375)  0.204
H (-4.3596, 0.0209, 0.7590)  0.223
H (-2.8531, -0.7991, 0.2712)  0.217
H (-4.0605, 1.6439, -1.3082)  0.200
H (-2.3712, 1.2247, -0.7920)  0.221
H (-5.1150, -0.0122, -2.4836)  0.215
H (-4.1404, 0.1135, -3.9895)  0.219
H (-4.0676, -1.4331, -3.2435)  0.232
H (-0.4796, 0.2357, -1.0320)  0.226
H (0.3417, 0.3962, -2.5554)  0.248
H (-0.6829, 1.7457, -2.0672)  0.223

Properties
Energy above the lowest of the compared OMol25 structures with the same formula, charge and spin = 44.2 kcal per mole
Net charge = 0
SMILES string = Cc1c[nH]c2ccccc12.CCN(C)C(C)=O

- What is the energy above the lowest of the compared OMol25 structures with the same formula, charge and spin in the third record?
  4.3 kcal per mole